56
Properties=species:S:1:pos:R:3:forces:R:3:mulliken_charge:R:1 method="wB97M-V/def2-TZVPD" total_energy_ev=-103611.311 charge=0 orbital_gap_ev=6.570 homo_ev=-6.87 de_lowest_kj_mol=119.1
Pd 0.13746 1.39362 0.04174 0.43 0.53 0.74 0.520
C 0.47277 -4.24925 -2.82443 0.05 0.02 -0.01 -1.510
C 0.31909 -3.24754 -1.71235 0.15 -0.03 -0.08 0.457
C -0.89373 -3.06833 -1.06146 -0.14 0.03 0.11 -1.156
C -1.06292 -2.09440 -0.09457 -0.01 -0.14 0.11 -0.111
C -0.01242 -1.26337 0.31496 0.16 -0.07 -0.35 1.315
N -0.16950 -0.21144 1.21124 -0.07 -0.18 0.04 -0.492
C -1.10507 -0.33837 2.21799 -0.12 0.17 0.18 -0.426
C -1.14326 -1.52504 2.97532 0.05 0.07 0.00 -0.070
C -1.98282 -1.69636 4.05154 0.00 -0.01 0.02 -1.026
C -2.82514 -0.67143 4.47762 -0.03 -0.01 0.02 0.266
C -3.68278 -0.81368 5.70621 0.00 0.01 0.01 -1.531
C -2.80764 0.50157 3.74853 0.04 0.05 -0.08 -0.319
C -2.00685 0.66841 2.61648 0.07 -0.16 0.00 0.358
N -2.18352 1.89264 1.89124 0.06 -0.09 0.00 0.598
C -3.30175 2.64307 1.86779 0.08 -0.01 0.09 -0.019
C -3.00800 3.82550 1.22664 -0.08 0.06 0.04 -1.159
C -1.66849 3.70872 0.87091 0.09 -0.03 0.02 -0.271
N -1.16763 2.54079 1.27337 -0.48 -0.13 -0.45 -0.937
C 1.21721 -1.46842 -0.34884 -0.21 -0.05 0.05 -0.034
C 1.36918 -2.41792 -1.34548 -0.03 -0.04 -0.02 -0.293
N 2.32643 -0.64107 -0.03517 0.05 0.10 0.05 0.438
C 3.63460 -0.96096 0.04542 -0.10 0.02 0.06 -0.226
C 4.32528 0.20315 0.29310 0.05 -0.01 0.04 -0.863
C 3.34329 1.20123 0.34548 -0.08 -0.01 0.26 -0.840
N 2.14521 0.67535 0.14877 -0.10 -0.13 -0.74 -0.209
H -0.28894 -5.02557 -2.76273 0.00 0.00 0.01 0.386
H 1.45086 -4.73084 -2.79404 -0.01 0.00 0.00 0.362
H 0.37544 -3.76441 -3.79858 0.00 -0.01 0.00 0.292
H -1.73918 -3.68862 -1.33687 0.00 0.01 0.01 0.358
H -2.02805 -1.97156 0.37994 -0.01 0.02 -0.02 0.518
H -0.46623 -2.32074 2.69161 0.00 0.01 -0.01 0.492
H -1.96296 -2.63473 4.59422 0.00 0.01 0.00 0.349
H -3.83226 -1.86323 5.95821 0.00 0.00 -0.01 0.366
H -4.66461 -0.36051 5.56370 0.01 0.01 0.00 0.359
H -3.21927 -0.33028 6.56932 0.00 -0.01 0.00 0.302
H -3.43003 1.32767 4.06953 0.00 -0.01 0.01 0.530
H -4.21471 2.28884 2.31143 -0.01 0.01 -0.02 0.483
H -3.67574 4.64620 1.03365 0.01 -0.01 0.00 0.406
H -1.03496 4.39250 0.32976 -0.03 -0.01 -0.03 0.617
H 2.31963 -2.48275 -1.86299 0.00 -0.01 0.01 0.507
H 3.95658 -1.98357 -0.04776 0.02 0.01 0.00 0.531
H 5.38557 0.31570 0.43403 -0.01 0.00 -0.01 0.446
H 3.43935 2.25876 0.52705 0.01 0.00 -0.05 0.532
Se 0.08375 3.00300 -1.78358 0.26 0.09 0.17 -0.167
C 1.21533 2.27189 -3.14475 -0.08 -0.10 -0.11 0.053
C 0.70682 2.19917 -4.44208 0.01 -0.03 0.04 -0.493
C 1.47410 1.68341 -5.47560 0.01 0.00 -0.03 -0.485
C 2.76067 1.22139 -5.23394 -0.01 0.00 -0.02 -0.525
C 3.27488 1.29724 -3.94810 -0.01 0.01 0.04 -0.556
C 2.51245 1.82423 -2.91387 0.05 0.05 -0.05 0.044
H -0.30218 2.54005 -4.63771 0.00 -0.01 0.01 0.365
H 1.05802 1.63556 -6.47479 0.01 0.00 0.01 0.352
H 3.35757 0.81338 -6.03964 -0.01 0.00 0.00 0.388
H 4.28290 0.95571 -3.74293 -0.01 0.00 -0.01 0.392
H 2.93619 1.89562 -1.92456 -0.02 0.02 -0.06 0.337